{
  "formula": "C48H56CaN2OSb",
  "method": "the ωB97M-V functional and the def2-TZVPD basis",
  "elements": ["Ca", "C", "C", "C", "C", "C", "C", "C", "C", "N", "C", "C", "C", "C", "N", "C", "C", "C", "C", "C", "C", "C", "C", "H", "H", "H", "H", "H", "H", "H", "H", "H", "H", "H", "H", "H", "H", "H", "H", "H", "H", "H", "H", "H", "H", "H", "H", "C", "C", "C", "C", "C", "C", "Sb", "C", "C", "C", "C", "C", "C", "C", "C", "C", "C", "C", "C", "H", "H", "H", "H", "H", "H", "H", "H", "H", "H", "H", "H", "H", "H", "H", "C", "C", "C", "C", "C", "C", "H", "H", "H", "H", "H", "H", "H", "H", "H", "C", "C", "C", "O", "C", "H", "H", "H", "H", "H", "H", "H", "H"],
  "coordinates": [[-0.31055, 0.72946, 0.49475], [0.39354, 4.56010, 3.05900], [-1.12572, 4.29802, 3.08824], [-2.02380, 5.27835, 3.40636], [-3.36238, 5.01450, 3.65122], [-3.79970, 3.72479, 3.61155], [-2.92856, 2.71685, 3.28013], [-3.56942, 1.36390, 3.10938], [-1.60285, 2.93808, 3.04675], [-0.72510, 1.83565, 2.80440], [-0.32006, 1.27591, 3.89704], [-0.58717, 1.73401, 5.27049], [0.58515, 0.04958, 3.72887], [1.24381, -0.56910, 4.91273], [0.69909, -0.36995, 2.51365], [1.67888, -1.40274, 2.17382], [1.20598, -2.68385, 1.81758], [-0.20819, -3.18730, 1.86872], [2.15651, -3.61559, 1.42881], [3.50290, -3.31073, 1.45699], [3.94646, -2.00781, 1.59893], [3.01873, -1.05639, 1.94298], [3.51716, 0.36614, 2.01924], [0.67700, 5.54262, 2.67940], [0.96570, 3.75028, 2.57097], [0.75323, 4.54430, 4.06623], [-1.72182, 6.29049, 3.58374], [-4.03914, 5.83561, 3.95032], [-4.84582, 3.51834, 3.47836], [-4.63657, 1.57691, 3.16535], [-3.29699, 0.85435, 4.04372], [-3.41301, 0.72686, 2.26181], [-1.60201, 1.28948, 5.52314], [-0.73892, 2.81017, 5.21275], [0.17121, 1.31113, 5.94157], [0.47787, -1.10950, 5.52843], [1.67639, 0.22312, 5.53085], [1.98294, -1.27752, 4.58800], [-0.11800, -4.10572, 2.31262], [-0.55139, -3.30353, 0.83988], [-0.90215, -2.61178, 2.47374], [1.79999, -4.58386, 1.15012], [4.21322, -4.07033, 1.09122], [4.96460, -1.66876, 1.40517], [4.65195, 0.37607, 1.95595], [3.20499, 0.82026, 2.98363], [3.07639, 0.91757, 1.19070], [2.18717, -6.04925, -1.54232], [3.14010, -5.10523, -1.84732], [2.76932, -3.76777, -1.96794], [1.47957, -3.33122, -1.79084], [0.48175, -4.25322, -1.52475], [0.84980, -5.61190, -1.34111], [0.81237, -1.29477, -1.91635], [-0.29307, -1.45619, -3.75119], [-0.43579, -2.64672, -4.39694], [-1.08154, -2.66655, -5.62499], [-1.62914, -1.53213, -6.15288], [-1.40587, -0.27841, -5.50733], [-0.71192, -0.24401, -4.32626], [2.50462, -0.14124, -2.60965], [3.45010, 0.04682, -1.59489], [4.60690, 0.81096, -1.79730], [4.89169, 1.33963, -3.03434], [3.99919, 1.16040, -4.03608], [2.81939, 0.38390, -3.88618], [2.38170, -7.04504, -1.35636], [4.15669, -5.44550, -1.96935], [3.54076, -3.05328, -2.13846], [-0.58910, -4.03854, -1.62937], [0.19497, -6.44190, -1.10655], [-0.12411, -3.58104, -3.96525], [-1.22869, -3.64381, -6.18166], [-2.06971, -1.53248, -7.13980], [-1.74176, 0.60690, -6.01435], [-0.50864, 0.71311, -3.72993], [3.19545, -0.24406, -0.58788], [5.32796, 0.97021, -0.97762], [5.74614, 2.00191, -3.12776], [4.26043, 1.53089, -5.04095], [2.21905, 0.30973, -4.80828], [-3.65942, -2.40614, -2.32513], [-4.28271, -1.49349, -1.18504], [-4.53924, -2.33682, 0.06833], [-5.62349, -0.91320, -1.66633], [-3.33601, -0.45222, -0.86721], [-2.48241, 0.37866, -0.58767], [-4.30142, -3.32353, -2.52847], [-2.74203, -2.80602, -1.96729], [-3.50574, -1.76978, -3.25776], [-5.21254, -3.13141, -0.19480], [-5.00205, -1.77015, 0.85366], [-3.60410, -2.72768, 0.47767], [-6.26919, -1.71811, -2.06181], [-5.47868, -0.23731, -2.48752], [-6.23272, -0.46632, -0.82924], [0.16878, 5.01110, -1.12361], [1.64399, 4.67755, -1.35101], [1.54784, 3.15674, -1.48469], [0.57513, 2.76138, -0.48422], [-0.49826, 3.77738, -0.45114], [-0.28659, 5.14400, -2.12026], [-0.04711, 5.90049, -0.59691], [2.25659, 4.97929, -0.45675], [2.09254, 5.16496, -2.21912], [2.44951, 2.50408, -1.34984], [1.15916, 2.89465, -2.49845], [-0.87946, 3.97890, 0.55091], [-1.24054, 3.41440, -1.14339]],
  "atomic_forces_ev_per_a": [[-0.648, 0.226, -0.162], [-0.646, -0.474, -0.492], [1.397, -1.865, 0.171], [-0.462, 0.654, 0.480], [-0.274, 1.024, 0.768], [-0.419, 0.682, -1.262], [-0.682, -1.596, -1.292], [-0.423, 0.351, 1.790], [0.798, 2.245, -0.178], [0.143, -0.194, 1.171], [0.760, -0.691, -1.563], [-1.480, -0.788, -0.030], [-0.464, -0.133, -1.594], [-0.777, 0.138, 0.447], [0.989, -0.079, 0.662], [-1.080, -0.312, -0.585], [0.547, 0.799, 0.524], [0.208, 2.257, -0.792], [0.376, 0.475, 0.719], [0.991, -0.945, -1.722], [-0.351, -0.435, 0.114], [0.055, 1.028, 0.500], [0.530, -0.145, 0.907], [-0.194, -0.143, -0.281], [-0.386, 0.495, -0.205], [0.207, 0.029, 0.909], [0.521, 0.415, -0.267], [0.433, -0.524, -0.427], [-0.395, -0.058, 0.782], [-0.055, -0.520, 0.000], [-0.313, -0.630, -0.269], [0.667, 0.029, -0.646], [1.067, 0.490, 0.114], [0.313, 0.030, 0.733], [-0.530, 0.793, 0.060], [0.567, 0.483, -0.431], [0.188, -0.381, 0.010], [0.391, -0.261, 0.024], [-0.259, -2.536, 0.934], [-0.368, -0.006, 0.101], [-0.048, 0.331, -0.188], [0.099, -0.568, -0.112], [-0.354, 0.306, 0.463], [-0.166, -0.491, 0.158], [-1.512, 0.183, 0.012], [0.303, 0.058, -0.632], [0.151, 0.488, 0.037], [-2.098, 2.777, 0.539], [-0.048, -0.147, -0.065], [0.788, -0.252, 0.330], [-0.553, 0.540, -0.340], [-0.321, -2.225, -0.156], [1.074, 0.044, -0.624], [-0.169, 0.113, -0.475], [0.898, 1.025, 0.870], [-0.432, -0.482, -0.317], [-0.750, -1.989, -0.932], [0.781, 1.717, 0.075], [-0.215, -1.059, -0.909], [0.185, 0.815, 1.555], [0.576, -0.370, -0.849], [0.111, 1.092, -0.183], [0.219, -0.727, 1.177], [0.526, 0.819, 1.125], [-1.215, -0.894, -2.067], [0.527, 0.628, 0.122], [0.680, -1.950, 0.101], [0.244, 0.315, -0.139], [0.513, 0.512, -0.259], [0.370, 0.255, 0.567], [-0.689, 0.510, -0.018], [0.305, -0.126, 0.080], [0.310, 1.261, 0.822], [-0.272, -0.090, 0.093], [-0.142, 0.352, 0.086], [-0.470, -1.280, -1.195], [0.163, -0.430, 0.170], [-0.558, -0.123, -0.335], [0.064, -0.277, -0.271], [-0.394, -0.047, 0.545], [-0.058, -0.341, 0.869], [-1.747, 0.560, -0.462], [-0.531, -1.009, -0.736], [0.564, -0.064, -0.279], [-1.020, -0.695, 0.690], [0.668, 0.583, 0.154], [0.743, 0.210, 0.463], [0.437, 1.324, 0.041], [1.107, -0.104, 0.155], [-0.111, -1.048, 1.098], [-0.252, -0.638, -0.009], [-0.270, 0.518, 0.334], [-0.049, -0.178, -0.148], [0.333, 0.069, 0.159], [0.042, 0.640, -0.185], [0.890, -0.065, -0.845], [-0.603, -0.609, -1.247], [0.576, -0.232, 1.427], [0.278, -0.695, -0.564], [-0.244, -0.039, 0.642], [1.470, 0.410, -1.480], [0.038, -0.050, 0.370], [0.121, 1.022, 0.723], [-0.472, -0.457, -0.744], [-0.243, -0.138, 0.019], [-0.633, 0.936, 0.150], [0.049, 0.185, 0.578], [0.234, -0.432, -0.046], [-0.737, -0.200, 0.287]],
  "lowdin_charge": [1.1323, -0.0254, -0.2097, -0.0542, -0.0584, -0.0452, -0.2372, -0.0130, -0.2396, 0.0853, -0.2511, 0.0218, -0.2371, 0.0036, 0.0467, -0.2016, -0.2108, -0.0111, -0.0543, -0.0541, -0.0497, -0.2658, -0.0309, 0.0843, 0.0722, 0.0679, 0.1137, 0.1247, 0.1160, 0.0791, 0.0810, 0.0544, 0.1328, 0.0957, 0.0783, 0.1292, 0.0906, 0.0822, 0.0563, 0.0719, 0.0820, 0.1086, 0.1203, 0.1213, 0.1087, 0.0834, 0.0585, -0.0678, -0.0739, -0.1207, -0.4047, -0.1720, -0.0548, 1.5129, -0.3903, -0.1362, -0.0928, -0.0756, -0.0744, -0.1541, -0.3741, -0.1861, -0.0929, -0.1078, -0.0916, -0.0819, 0.0812, 0.1092, 0.0914, 0.0950, 0.1034, 0.0864, 0.1322, 0.1042, 0.0997, 0.1157, 0.0460, 0.1146, 0.1142, 0.1169, 0.1079, -0.0383, -0.6367, -0.0603, -0.0616, -0.2573, -0.1838, 0.1016, 0.0320, 0.1023, 0.0769, 0.0718, 0.0755, 0.0839, 0.0713, 0.1001, -0.1462, -0.1417, -0.1785, -0.3365, -0.1319, 0.1218, 0.0961, 0.1282, 0.1185, 0.1163, 0.1327, 0.1015, 0.1092],
  "homo_ha": -0.37600,
  "charge": 1,
  "orbital_gap_ev": 6.9
}